Arrangement 1

The following is a DFT calculation (ωB97M-V/def2-TZVPD) of a cluster of 2 separate species, C4H13NO3 in total.

The calculation puts the frontier orbital gap at 10.22 eV.

The geometry in ORCA input format:
```
! wB97M-V def2-TZVPD RIJCOSX def2/J DEFGRID3
* xyz 0 1
C -0.3127 -0.4129 -0.3951
C 0.6209 -0.5981 -1.6545
C 1.4758 -1.8405 -1.3682
O 0.7184 -3.0440 -1.3473
N 0.2741 0.4836 0.6264
C -0.5603 0.4216 1.8332
O -1.7372 1.1532 1.6097
H -1.2954 -0.1910 -0.7888
H -0.4765 -1.3820 0.1185
H 1.2641 0.2714 -1.7465
H -0.0522 -0.7069 -2.5044
H 2.0797 -1.9900 -2.2657
H 2.1560 -1.7123 -0.5268
H 0.4006 -3.2997 -0.4671
H 1.2563 0.2640 0.7561
H -1.0873 -0.4430 2.2681
H 0.0794 0.7953 2.6428
H -1.7006 2.1133 1.5203
H 0.2494 3.3196 0.9414
H -0.3549 2.6263 -0.2935
O -0.5167 3.3247 0.3344
*
```

And the natural (NBO) charges, in e, turn out to be: C -0.2227; C -0.4350; C -0.0652; O -0.7271; N -0.6656; C 0.0805; O -0.7564; H 0.2100; H 0.1517; H 0.2073; H 0.2196; H 0.1799; H 0.1609; H 0.4706; H 0.3644; H 0.1740; H 0.1449; H 0.5007; H 0.4727; H 0.4880; O -0.9532



Arrangement 2

The following is a DFT calculation (ωB97M-V/def2-TZVPD) of a cluster of 3 separate species, C4H13NO3 in total.

The calculation puts the frontier orbital gap at 10.57 eV.

The geometry in ORCA input format:
```
! wB97M-V def2-TZVPD RIJCOSX def2/J DEFGRID3
* xyz 0 1
C -0.1582 1.8171 -1.2793
C -1.4638 1.4942 -0.6564
N 0.9230 1.3429 -0.8269
O -0.9657 -0.8480 -2.5110
H -0.7710 -1.4626 -3.2200
H -0.2008 2.5104 -2.1213
H 1.0659 -0.2795 -0.4510
H 1.7727 1.6388 -1.3050
H -2.0355 0.8959 -1.3646
H -2.0212 2.4073 -0.4539
H -1.3369 0.9174 0.2541
C 0.4346 -1.6551 1.7234
C 0.6800 -0.3010 2.3858
O 1.3313 -1.9089 0.6637
O 0.8803 -1.2969 -0.5331
H -0.3949 -1.1403 -1.7630
H -0.6010 -1.7388 1.3695
H 0.6304 -2.4736 2.4223
H 0.5816 0.5096 1.6657
H -0.0335 -0.1567 3.1937
H 1.6825 -0.2722 2.8074
*
```

And the natural (NBO) charges, in e, turn out to be: C 0.2260; C -0.6964; N -0.6983; O -0.9832; H 0.4708; H 0.1615; H 0.4877; H 0.3615; H 0.2688; H 0.2256; H 0.2234; C -0.0827; C -0.6485; O -0.2711; O -0.5409; H 0.4943; H 0.1751; H 0.1888; H 0.2177; H 0.2091; H 0.2109



The winner here is arrangement 1, beating the second structure by 166.2 kJ/mol.



Arrangement 1

The following is a DFT calculation (ωB97M-V/def2-TZVPD) of a cluster of 3 separate species, C5H14N2 in total.

The calculation puts the frontier orbital gap at 2.19 eV.

The geometry in ORCA input format:
```
! wB97M-V def2-TZVPD RIJCOSX def2/J DEFGRID3
* xyz 0 1
N 5.0508 -1.0678 -0.0065
C 1.9701 0.7295 0.4653
C 2.2266 0.3467 -0.8200
C 1.9724 0.0280 1.6460
N -4.7615 -0.0120 -0.6704
C -4.2725 1.2874 -0.3520
C -3.8708 -1.0183 -0.3115
H 5.6199 -1.7419 -0.3964
H 5.5995 -0.4371 0.5659
H 1.5328 1.8175 0.5438
H 1.9045 0.9494 -1.7794
H 4.1063 -0.9768 -0.3186
H 2.4608 -0.6607 -0.9969
H 1.4305 0.3627 2.5462
H 2.3817 -0.9339 1.5005
H -3.5223 1.4802 -1.1680
H -3.9511 1.6252 0.6683
H -5.2163 2.0154 -0.6496
H -3.6192 -1.0516 0.7924
H -4.1489 -2.1049 -0.5626
H -2.8933 -0.6369 -0.6966
*
```

And the natural (NBO) charges, in e, turn out to be: N -1.1249; C -0.2837; C -0.3385; C -0.3249; N -0.3047; C -0.4911; C -0.4748; H 0.3634; H 0.3843; H 0.1986; H 0.2225; H 0.3783; H 0.1663; H 0.2167; H 0.1904; H 0.2115; H 0.2013; H 0.2029; H 0.1971; H 0.2109; H 0.1982



Arrangement 2

The following is a DFT calculation (ωB97M-V/def2-TZVPD) of a cluster of 2 separate species, C5H14N2 in total.

The calculation puts the frontier orbital gap at 8.46 eV.

The geometry in ORCA input format:
```
! wB97M-V def2-TZVPD RIJCOSX def2/J DEFGRID3
* xyz 0 1
C 1.7498 0.5228 -1.4176
C 2.2512 -1.0447 0.3179
N 1.2603 -0.1416 -0.2311
H 0.0930 -0.5635 -0.2277
H 2.6654 1.1029 -1.2184
H 1.0041 1.2307 -1.7948
H 3.1912 -0.5349 0.5789
H 1.8652 -1.4987 1.2373
H 2.5006 -1.8589 -0.3793
H 1.9987 -0.1788 -2.2278
C -2.6571 -0.4043 -0.3478
N -1.1040 1.7361 1.0957
C -0.9120 0.4087 1.2899
C -1.4157 -0.6109 0.4847
H -1.6408 2.0063 0.2823
H -0.3045 2.3336 1.2692
H -0.1920 0.1724 2.0657
H -1.3861 -1.5904 0.9615
H -3.5716 -0.4285 0.2555
H -2.6515 0.5396 -0.9011
H -2.7442 -1.1979 -1.0931
*
```

And the natural (NBO) charges, in e, turn out to be: C -0.4086; C -0.4108; N -0.7085; H 0.4046; H 0.1776; H 0.1853; H 0.1804; H 0.1860; H 0.1550; H 0.1546; C -0.6299; N -0.7929; C 0.1486; C -0.4571; H 0.3810; H 0.3944; H 0.2029; H 0.2163; H 0.2119; H 0.1915; H 0.2176



Arrangement 3

The following is a DFT calculation (ωB97M-V/def2-TZVPD) of a structure of composition C5H14N2.

The calculation puts the frontier orbital gap at 7.87 eV.

The geometry in ORCA input format:
```
! wB97M-V def2-TZVPD RIJCOSX def2/J DEFGRID3
* xyz 0 1
C 0.5772 0.7443 -2.6883
C 0.4848 0.6893 -1.1972
N -0.5394 1.2615 -0.5442
N 1.7739 0.2770 0.8555
C 1.2519 -0.2083 -0.4086
H -0.8587 0.5948 0.2358
H -1.2971 1.6216 -1.1105
H 1.9570 -0.4848 1.4988
H 2.5912 0.8695 0.7588
H 1.9410 -0.8293 -0.9826
H -0.3972 0.9113 -3.1530
H 1.2393 1.5578 -2.9985
H 0.9922 -0.1843 -3.0833
C -1.4697 -0.4525 2.2675
C -1.0999 -1.1874 0.9812
H -2.0484 -1.0742 2.9608
H -2.0669 0.4421 2.0681
H -0.5743 -0.1123 2.7930
H -1.9794 -1.4237 0.3773
H -0.6360 -2.1457 1.2252
H 0.1586 -0.8667 0.1442
*
```

And the natural (NBO) charges, in e, turn out to be: C -0.6631; C 0.3076; N -0.7732; N -0.8426; C -0.3189; H 0.4325; H 0.3769; H 0.3609; H 0.3640; H 0.1762; H 0.2115; H 0.2343; H 0.2351; C -0.6282; C -0.7228; H 0.1985; H 0.1890; H 0.2081; H 0.1908; H 0.1981; H 0.2653



Arrangement 4

The following is a DFT calculation (ωB97M-V/def2-TZVPD) of an isolated molecule of C5H14N2.

The calculation puts the frontier orbital gap at 9.56 eV.

The geometry in ORCA input format:
```
! wB97M-V def2-TZVPD RIJCOSX def2/J DEFGRID3
* xyz 0 1
C 1.1226 -1.0575 -1.5772
N 0.8471 -0.1692 -0.4989
C 0.7666 -0.6414 0.9624
C -0.0746 0.4216 1.7626
C -1.6758 0.5092 1.8628
N -2.3300 1.0733 0.7391
C 1.2513 -0.2547 -2.9522
H 0.4060 -1.8916 -1.6453
H 2.2759 -1.5309 -1.6306
H 1.3418 0.6940 -0.5226
H 0.2171 -1.5332 1.1004
H 1.6045 -0.8749 1.4817
H 0.4128 0.5312 2.6827
H 0.0720 1.4435 1.2795
H -1.9160 -0.6338 1.7793
H -2.0006 1.0186 2.8636
H -2.4237 2.0959 0.6830
H -2.0184 0.7974 -0.1744
H 1.8147 -0.8502 -3.7083
H 0.2940 -0.1160 -3.3340
H 1.9603 0.6581 -2.8868
*
```

And the natural (NBO) charges, in e, turn out to be: C -0.1894; N -0.6501; C -0.2175; C -0.4242; C -0.2025; N -0.8599; C -0.6120; H 0.1959; H 0.1194; H 0.3648; H 0.1870; H 0.1788; H 0.1981; H 0.1847; H 0.1723; H 0.2082; H 0.3567; H 0.3722; H 0.2084; H 0.2034; H 0.2057



The winner here is arrangement 2, beating the second structure by 5.6 kJ/mol.



Arrangement 1

The following is a DFT calculation (ωB97M-V/def2-TZVPD) of a structure of composition C5H14N2.

The calculation puts the frontier orbital gap at 9.21 eV.

The geometry in ORCA input format:
```
! wB97M-V def2-TZVPD RIJCOSX def2/J DEFGRID3
* xyz 0 1
N -2.7981 -1.2440 -0.2622
C -1.7661 -0.2078 -0.4132
C -2.2150 0.9597 0.5543
C -0.3230 -0.6023 -0.0911
N 0.4765 0.3468 -0.7877
C 2.1851 -0.2433 -0.2726
C 3.0935 0.8557 0.2997
H -2.7700 -1.9359 -0.9995
H -2.5317 -1.7333 0.5897
H -1.7845 0.3120 -1.3718
H -1.3465 1.6148 0.5971
H -2.5183 0.6438 1.5505
H -3.0635 1.4008 0.0341
H -0.2157 -0.5534 1.0177
H -0.2659 -1.7109 -0.1419
H 1.7886 -0.8841 0.4970
H 1.4750 0.5067 -1.1150
H 2.6383 -0.8962 -1.0190
H 2.4525 1.7381 0.3045
H 3.4768 0.6025 1.2882
H 4.0122 1.0305 -0.2589
*
```

And the natural (NBO) charges, in e, turn out to be: N -0.8225; C -0.0446; C -0.6063; C -0.2567; N -0.6867; C -0.3038; C -0.6477; H 0.3538; H 0.3423; H 0.2028; H 0.2118; H 0.1966; H 0.2088; H 0.1462; H 0.1664; H 0.2307; H 0.4181; H 0.2113; H 0.2373; H 0.2256; H 0.2164



Arrangement 2

The following is a DFT calculation (ωB97M-V/def2-TZVPD) of a structure of composition C5H14N2.

The calculation puts the frontier orbital gap at 8.81 eV.

The geometry in ORCA input format:
```
! wB97M-V def2-TZVPD RIJCOSX def2/J DEFGRID3
* xyz 0 1
C -2.1256 2.4391 -2.3289
N 0.3744 0.3019 -1.4076
C 0.9379 0.0120 -0.2416
C 0.9625 -1.4221 0.2701
C 0.2411 -1.6267 1.6059
N -1.2095 -1.3720 1.6142
C 1.5371 1.0882 0.6539
H -1.1721 1.9690 -2.0886
H -2.0036 3.2370 -3.0577
H -2.8112 1.7058 -2.7533
H -2.5603 2.8207 -1.4040
H -0.3363 0.2593 -0.4537
H 1.9941 -1.7661 0.3964
H 0.5078 -2.0233 -0.5178
H 0.6747 -1.0043 2.3903
H 0.3741 -2.6607 1.9232
H -1.6864 -2.0920 1.1081
H -1.4083 -0.5053 1.1325
H 1.4329 2.0308 0.1200
H 0.9843 1.1613 1.5892
H 2.5990 0.8908 0.7975
*
```

And the natural (NBO) charges, in e, turn out to be: C -0.8652; N -0.6649; C 0.2961; C -0.5142; C -0.2164; N -0.8154; C -0.7091; H 0.2427; H 0.2098; H 0.2077; H 0.1997; H 0.3748; H 0.2326; H 0.2318; H 0.1875; H 0.2032; H 0.3571; H 0.3356; H 0.2429; H 0.2286; H 0.2350



Arrangement 3

The following is a DFT calculation (ωB97M-V/def2-TZVPD) of a cluster of 3 separate species, C5H14N2 in total.

The calculation puts the frontier orbital gap at 8.09 eV.

The geometry in ORCA input format:
```
! wB97M-V def2-TZVPD RIJCOSX def2/J DEFGRID3
* xyz 0 1
C 2.5017 0.1926 -0.1570
C 1.0910 -0.3302 -0.3077
N 0.7935 -1.3467 0.6876
N -0.7709 -0.6754 -1.6883
C 0.5564 -0.4328 -1.6073
H 1.4981 -2.0783 0.6795
H -0.1238 -1.7533 0.5559
H -1.2196 -0.1156 -0.8281
H -1.1950 -0.4029 -2.5665
H 1.0614 0.0337 -2.4501
H 2.6071 0.7021 0.8019
H 3.2347 -0.6203 -0.1766
H 2.7606 0.8849 -0.9593
C -1.2970 1.1464 0.4558
C -2.0534 0.3190 1.4892
H -1.3590 -0.1369 2.1962
H -2.7739 0.9194 2.0540
H -1.9788 1.6539 -0.2324
H -0.7532 1.9563 0.9450
H 0.0316 0.5786 0.0919
H -2.6115 -0.4943 1.0165
*
```

And the natural (NBO) charges, in e, turn out to be: C -0.6173; C -0.0795; N -0.8462; N -0.8156; C 0.0613; H 0.3631; H 0.3717; H 0.4092; H 0.3787; H 0.1764; H 0.2215; H 0.2019; H 0.2118; C -0.7131; C -0.6259; H 0.2151; H 0.2023; H 0.2042; H 0.2139; H 0.2756; H 0.1909



Arrangement 4

The following is a DFT calculation (ωB97M-V/def2-TZVPD) of an isolated molecule of C5H14N2.

The calculation puts the frontier orbital gap at 9.49 eV.

The geometry in ORCA input format:
```
! wB97M-V def2-TZVPD RIJCOSX def2/J DEFGRID3
* xyz 0 1
N 1.0042 -2.7657 1.2860
C -0.3005 -2.4054 0.7413
C -0.6329 -0.9259 0.7821
N 0.1804 -0.1684 -0.1402
C -0.7676 2.1051 0.1659
C -0.2671 1.0495 -0.8454
C 0.7351 1.6395 -1.8101
H 1.6769 -2.8466 0.5312
H 1.4218 -2.0177 1.8335
H -1.0837 -2.9514 1.2692
H -0.3379 -2.7871 -0.2804
H -1.6729 -0.6320 0.7815
H -0.3625 -0.6274 1.8144
H 1.0870 0.1066 0.2226
H -1.1004 1.6559 1.0981
H -1.3525 2.8714 -0.3310
H 0.1247 2.6615 0.5010
H -1.1338 0.6199 -1.3555
H 0.6018 1.1631 -2.7845
H 1.7384 1.6013 -1.3917
H 0.4417 2.6537 -2.0879
*
```

And the natural (NBO) charges, in e, turn out to be: N -0.8264; C -0.2202; C -0.2395; N -0.6486; C -0.6361; C -0.0351; C -0.6190; H 0.3549; H 0.3433; H 0.1773; H 0.1923; H 0.2079; H 0.1632; H 0.3445; H 0.2120; H 0.2136; H 0.1929; H 0.1786; H 0.2212; H 0.2092; H 0.2139



The winner here is arrangement 4, beating the second structure by 225.6 kJ/mol.



Arrangement 1

The following is a DFT calculation (ωB97M-V/def2-TZVPD) of an isolated molecule of C5H14N2.

The calculation puts the frontier orbital gap at 10.00 eV.

The geometry in ORCA input format:
```
! wB97M-V def2-TZVPD RIJCOSX def2/J DEFGRID3
* xyz 0 1
C 1.5405 -1.5708 0.1066
C 0.6517 -1.1340 -1.0762
C -0.6240 -0.4613 -0.5336
C -0.4080 0.9961 -0.1881
C -0.6588 2.5576 1.7193
N -1.2417 1.4039 1.0072
N 0.2377 -2.2830 -1.8917
H 1.0927 -2.4571 0.5644
H 2.5761 -1.7897 -0.1420
H 1.4432 -0.7939 0.8713
H 1.2328 -0.4121 -1.6593
H -0.8935 -0.9860 0.3863
H -1.3797 -0.5849 -1.3111
H -0.7904 1.7119 -0.9213
H 0.6225 1.1961 0.0356
H -0.8628 2.4278 2.7794
H -0.9677 3.5503 1.3876
H 0.4291 2.5246 1.6268
H -2.1175 1.7513 0.6360
H -0.7033 -2.5488 -1.6345
H 0.8211 -3.0979 -1.7626
*
```

And the natural (NBO) charges, in e, turn out to be: C -0.6265; C -0.0354; C -0.4263; C -0.2254; C -0.4235; N -0.6246; N -0.8377; H 0.2021; H 0.2109; H 0.2071; H 0.1724; H 0.2177; H 0.2071; H 0.1837; H 0.1863; H 0.1978; H 0.1756; H 0.1853; H 0.3451; H 0.3531; H 0.3555



Arrangement 2

The following is a DFT calculation (ωB97M-V/def2-TZVPD) of an isolated molecule of C5H14N2.

The calculation puts the frontier orbital gap at 10.14 eV.

The geometry in ORCA input format:
```
! wB97M-V def2-TZVPD RIJCOSX def2/J DEFGRID3
* xyz 0 1
C -0.6189 -1.2353 -1.5361
C 0.3251 -1.4050 -0.3491
C 1.0921 -0.1249 -0.0933
C 0.4834 0.7816 0.9673
C -1.4252 2.2731 1.4347
N -0.7283 1.4405 0.4361
N 1.2125 -2.5857 -0.5060
H 0.0130 -1.1388 -2.4344
H -1.2183 -2.1162 -1.7657
H -1.2124 -0.3340 -1.4128
H -0.3050 -1.6324 0.5135
H 1.1969 0.4558 -1.0162
H 2.1324 -0.2994 0.1889
H 1.2241 1.5108 1.3343
H 0.1704 0.2430 1.8584
H -2.3117 2.6252 0.9101
H -0.8207 3.1317 1.7481
H -1.7437 1.6855 2.2900
H -0.3687 2.0677 -0.2805
H 2.0703 -2.2634 -0.9674
H 0.8327 -3.0798 -1.3198
*
```

And the natural (NBO) charges, in e, turn out to be: C -0.6254; C -0.0546; C -0.4174; C -0.2120; C -0.4155; N -0.6206; N -0.8067; H 0.1872; H 0.2047; H 0.2361; H 0.1791; H 0.1959; H 0.2139; H 0.1620; H 0.1875; H 0.2010; H 0.1673; H 0.1955; H 0.3413; H 0.3382; H 0.3424



Arrangement 3

The following is a DFT calculation (ωB97M-V/def2-TZVPD) of an isolated molecule of C5H14N2.

The calculation puts the frontier orbital gap at 9.64 eV.

The geometry in ORCA input format:
```
! wB97M-V def2-TZVPD RIJCOSX def2/J DEFGRID3
* xyz 0 1
C 0.0572 0.3277 0.6281
N -0.8591 0.9850 -0.2766
C -1.9793 1.6876 0.4752
C -1.6553 0.1229 -1.1877
C 1.4326 -0.2265 0.1114
C 1.4565 -1.6066 -0.5809
N 2.4587 -0.0440 1.2279
H 0.3294 1.0653 1.4794
H -0.4800 -0.5486 1.0766
H -1.5667 2.2433 1.2749
H -2.5218 0.8863 0.9131
H -2.4721 2.3276 -0.3312
H -1.0664 -0.4370 -1.9144
H -2.2203 -0.6540 -0.8013
H -2.4102 0.6593 -1.8080
H 1.7202 0.3714 -0.7888
H 1.5455 -1.5718 -1.7052
H 0.5385 -2.1874 -0.4616
H 2.1147 -2.2965 -0.0824
H 2.2965 -0.6879 1.9567
H 3.2813 -0.4159 0.7949
*
```

And the natural (NBO) charges, in e, turn out to be: C -0.2226; N -0.4331; C -0.4115; C -0.4372; C -0.0717; C -0.6513; N -0.8105; H 0.2190; H 0.1456; H 0.1962; H 0.1714; H 0.2106; H 0.1960; H 0.1691; H 0.2029; H 0.1976; H 0.2175; H 0.2082; H 0.2147; H 0.3424; H 0.3467



The winner here is arrangement 2, beating the second structure by 25.7 kJ/mol.